{"formula": "C23H69Ag2N13O12", "method": "ωB97M-V with the def2-TZVPD basis set", "elements": ["Ag", "Ag", "O", "C", "C", "O", "H", "H", "H", "H", "C", "C", "C", "O", "C", "N", "H", "H", "H", "H", "H", "H", "H", "H", "H", "H", "H", "C", "C", "C", "O", "C", "N", "H", "H", "H", "H", "H", "H", "H", "H", "H", "H", "H", "C", "C", "C", "O", "C", "N", "H", "H", "H", "H", "H", "H", "H", "H", "H", "H", "H", "C", "C", "O", "H", "H", "H", "H", "H", "H", "C", "C", "O", "H", "H", "H", "H", "H", "H", "C", "O", "N", "N", "H", "H", "H", "H", "C", "O", "N", "N", "H", "H", "H", "H", "C", "O", "N", "N", "H", "H", "H", "H", "C", "O", "N", "N", "H", "H", "H", "H", "C", "O", "N", "N", "H", "H", "H", "H"], "xyz": [[2.638572, -1.532351, -2.016778], [2.305710, 1.736227, -1.364969], [-0.092993, 1.938365, -0.492344], [0.144528, 1.234778, 0.734726], [1.034702, -0.052027, 0.904393], [2.115288, -0.340118, 0.057886], [-0.872875, 1.099092, 1.125939], [0.560783, 2.040934, 1.361685], [0.313371, -0.826751, 0.601468], [1.255887, -0.320800, 1.942495], [-0.990297, 0.992462, -4.026329], [0.330715, 0.276073, -4.174448], [1.361200, 0.978550, -5.072346], [0.719537, 1.232062, -6.300454], [1.420344, 2.093811, -7.158824], [0.927960, 0.123934, -2.817933], [-1.619454, 0.897705, -4.912985], [-0.830538, 2.062660, -3.891379], [-1.599616, 0.675867, -3.178755], [0.091937, -0.730010, -4.526675], [2.313578, 0.460592, -5.220033], [1.611601, 1.932204, -4.585144], [2.411178, 1.743308, -7.469525], [1.545643, 3.062472, -6.663608], [0.957440, 2.294771, -8.124965], [0.547149, -0.755583, -2.472287], [0.462957, 0.783441, -2.183043], [0.254218, -0.033153, 5.103442], [1.477143, -0.692945, 5.739727], [2.573768, -1.211123, 4.789618], [2.556921, -2.569674, 4.387505], [1.366153, -3.084640, 3.869846], [2.174577, 0.339037, 6.501891], [-0.473560, -0.754259, 4.716797], [0.578095, 0.744299, 4.412643], [-0.368426, 0.411127, 5.884380], [1.199104, -1.487956, 6.434739], [3.560030, -1.109151, 5.238520], [2.628464, -0.637766, 3.853751], [1.496667, -4.170101, 3.853345], [0.988372, -2.714835, 2.912738], [0.511620, -3.072846, 4.559567], [2.319698, 1.175027, 5.950909], [1.647691, 0.566710, 7.333969], [0.405316, -3.813066, -4.200897], [-0.477491, -3.351372, -3.021787], [-1.313313, -4.455619, -2.349642], [-2.282603, -5.041714, -3.245814], [-3.465842, -4.271695, -3.346738], [0.336391, -2.627263, -2.050767], [1.301182, -4.313623, -3.825677], [0.773946, -3.001019, -4.831115], [-0.153488, -4.455247, -4.881401], [-1.187806, -2.671805, -3.502588], [-1.778324, -4.175914, -1.403128], [-0.667461, -5.312611, -2.141612], [-3.231716, -3.265542, -3.697674], [-4.184360, -4.267920, -2.521108], [-4.089409, -4.749715, -4.107082], [0.990236, -3.270216, -1.606670], [-0.290840, -2.394319, -1.282989], [-3.153795, 2.211200, 4.034691], [-4.538502, 2.734876, 4.444105], [-4.386492, 3.297780, 5.717995], [-2.858111, 1.419423, 4.725217], [-2.402020, 2.998256, 4.057629], [-3.077224, 1.740486, 3.052565], [-5.280816, 1.931325, 4.476540], [-4.922073, 3.503481, 3.764119], [-5.176579, 3.206286, 6.253027], [-3.877779, -2.820758, 1.113347], [-2.756847, -1.811545, 1.265351], [-1.655387, -2.211606, 0.456863], [-4.499442, -2.755205, 0.218988], [-4.624362, -2.695806, 1.905785], [-3.631939, -3.874012, 1.259336], [-2.457486, -1.809575, 2.317837], [-3.087806, -0.812678, 0.975771], [-0.986095, -1.545183, 0.688065], [-3.847368, 2.579962, -0.775582], [-4.977328, 2.887286, -1.162523], [-3.552360, 1.500234, 0.006267], [-2.717760, 3.115033, -1.288562], [-4.327512, 1.012716, 0.416933], [-2.563664, 1.448305, 0.181062], [-2.803123, 3.992585, -1.771735], [-1.815369, 2.700574, -1.098913], [1.298115, 4.321876, -2.950908], [2.412983, 4.199201, -2.420769], [1.199553, 4.973845, -4.143923], [0.107036, 3.859373, -2.525501], [0.276305, 5.001285, -4.531828], [2.000573, 5.316244, -4.639437], [-0.702854, 4.114057, -3.054334], [0.044274, 3.402669, -1.618511], [3.098942, -4.087968, 0.098303], [2.611808, -3.892365, -1.031279], [3.689592, -5.233232, 0.483204], [3.102052, -3.149017, 1.050245], [3.849950, -5.445187, 1.448658], [3.664441, -5.938699, -0.237069], [3.408968, -3.237409, 2.001957], [2.640598, -2.292831, 0.743284], [-0.975622, 5.603698, 1.608426], [-0.831067, 6.778514, 1.922957], [-1.777691, 4.669222, 2.186098], [-0.248163, 5.020429, 0.601534], [-2.406959, 4.934061, 2.925026], [-1.798289, 3.732942, 1.835506], [-0.307968, 4.017184, 0.530950], [0.670542, 5.391621, 0.416380], [5.620045, -0.319123, 1.406133], [6.836959, -0.145400, 1.538375], [4.957840, 0.124060, 0.333018], [4.807576, -1.010061, 2.232631], [3.958536, -0.056669, 0.256686], [5.492585, 0.616303, -0.360093], [5.196313, -1.437842, 3.054242], [3.841006, -1.134978, 2.003397]], "atomic_forces_ev_per_a": [[-0.2, 0.3, 0.4], [-0.2, 0.1, 0.3], [1.2, -1.5, -0.4], [0.3, 2.7, 0.2], [-1.5, -1.5, -2.1], [0.9, 1.3, 0.1], [0.2, -1.0, 0.7], [0.3, -0.4, 0.6], [-0.2, -0.3, 0.3], [0.0, 0.8, 0.3], [-0.6, 0.9, -0.8], [0.5, -0.4, 0.7], [-1.0, 0.6, 0.0], [-0.2, -0.3, -0.8], [0.8, 0.7, 0.0], [-0.3, -0.1, -0.3], [0.1, -0.1, -0.1], [0.1, 0.0, 0.0], [0.3, -0.3, 0.1], [0.4, -0.1, -0.3], [-0.1, -0.5, 0.1], [0.0, 0.1, 0.1], [0.2, -0.3, 0.5], [0.1, 0.1, 0.0], [-0.8, -0.4, 0.3], [0.1, -0.1, 0.1], [-0.1, 0.2, 0.1], [-0.7, -1.0, 0.5], [0.7, 0.7, -0.2], [0.1, -0.1, -1.0], [-0.2, -0.4, 0.0], [-1.0, -1.3, 0.8], [0.4, -0.2, 0.9], [0.4, 0.0, -0.9], [-0.3, -0.1, -0.3], [0.4, 0.4, 0.2], [0.0, 0.0, -0.1], [-0.2, 0.2, 0.4], [-0.4, 0.5, 0.2], [0.3, 0.0, -0.7], [0.5, 0.3, -0.1], [0.1, 0.8, 0.3], [-0.1, 0.1, 0.0], [0.0, 0.3, -0.1], [0.0, -0.3, 0.4], [-0.3, 0.1, -1.1], [0.3, -1.3, -1.0], [-0.1, 0.7, 0.9], [-0.5, -0.4, -1.2], [-0.6, -0.3, 0.5], [-0.1, -0.3, 0.0], [-0.2, 0.4, 0.3], [0.0, -0.3, 0.2], [-0.1, 0.3, 0.4], [0.0, 0.5, -0.1], [0.3, 0.1, 0.2], [-0.2, 0.2, 0.2], [0.8, 0.1, 0.8], [0.4, 0.0, -0.4], [0.0, -0.3, -0.2], [0.0, 0.3, 0.1], [-0.2, -0.4, 0.0], [0.2, -0.3, -0.6], [0.4, 0.4, 0.9], [0.1, 0.2, 0.2], [-0.1, 0.0, 0.2], [-0.5, 0.2, -0.2], [0.1, -0.1, -0.2], [0.1, -0.1, -0.2], [-0.1, 0.0, -0.2], [-1.4, -0.3, 0.5], [-0.5, -1.0, 0.0], [0.2, 0.6, 0.3], [0.5, 0.2, -0.4], [0.1, 0.4, 0.1], [0.7, 0.1, -0.3], [0.1, 0.2, 0.0], [-0.1, 0.0, 0.1], [0.1, -0.4, -0.4], [-1.3, -0.6, -1.9], [0.7, 0.1, 1.1], [-0.2, 0.7, -0.1], [0.3, 1.0, -0.3], [0.4, -0.2, 0.3], [-0.2, -0.9, 0.7], [0.0, -0.1, 0.1], [0.3, 0.1, 0.2], [0.8, 0.6, -0.9], [-0.6, -1.0, 0.7], [-0.5, -0.1, 0.0], [0.7, 0.0, 0.5], [0.2, 0.4, -0.6], [0.0, 0.0, 0.1], [-0.3, -0.1, 0.3], [-0.1, -0.2, 0.1], [0.2, 0.2, 1.0], [0.7, -0.2, 0.1], [-0.2, -0.8, -1.4], [-1.0, 1.2, -0.7], [0.1, -0.2, 0.0], [0.2, -0.3, 0.5], [0.1, -0.2, 0.0], [0.1, 0.2, 0.4], [1.1, 0.4, -0.1], [-0.6, -0.9, 0.2], [-0.8, 0.5, 0.8], [0.4, -0.1, -0.6], [0.0, 0.0, -0.2], [-0.2, -0.1, 0.0], [0.2, -0.2, -0.2], [-0.2, 0.2, 0.0], [2.0, 0.1, -0.4], [-1.1, -0.3, 0.5], [-0.7, 0.5, -1.2], [0.2, -0.4, 1.3], [-0.2, 0.4, -0.3], [-0.1, 0.0, 0.0], [-0.1, 0.1, 0.0], [0.0, 0.2, 0.1]], "gap_ev": 7.748, "total_charge": 0}

---

{"formula": "C23H72N12O14", "method": "ωB97M-V with the def2-TZVPD basis set", "elements": ["C", "O", "N", "N", "H", "H", "H", "H", "C", "O", "N", "N", "H", "H", "H", "H", "C", "O", "N", "N", "H", "H", "H", "H", "C", "O", "N", "N", "H", "H", "H", "H", "C", "O", "N", "N", "H", "H", "H", "H", "C", "C", "C", "C", "C", "C", "N", "O", "C", "C", "C", "H", "H", "H", "H", "H", "H", "H", "H", "H", "H", "H", "H", "H", "H", "H", "H", "H", "H", "H", "C", "C", "C", "C", "C", "C", "N", "O", "C", "C", "C", "H", "H", "H", "H", "H", "H", "H", "H", "H", "H", "H", "H", "H", "H", "H", "H", "H", "H", "H", "O", "H", "H", "O", "H", "H", "O", "H", "H", "O", "H", "H", "O", "H", "H", "O", "H", "H", "O", "H", "H"], "xyz": [[-17.540760, 14.030710, 1.037080], [-17.008580, 14.706070, 0.220400], [-17.003640, 13.583200, 2.140160], [-18.683710, 13.433460, 0.802370], [-16.044940, 13.896760, 2.191830], [-17.306900, 12.632110, 2.293660], [-18.965820, 12.770710, 1.510380], [-19.023700, 13.411430, -0.148430], [-19.569490, 13.015380, -2.667850], [-19.963130, 13.623790, -1.668630], [-20.267410, 12.083230, -3.206870], [-18.514890, 13.261750, -3.348500], [-21.186760, 11.800590, -2.898630], [-20.033680, 11.677460, -4.101760], [-18.023940, 14.088310, -3.038880], [-18.320790, 12.893580, -4.268750], [-24.339700, 10.674310, -2.200810], [-23.313630, 11.178680, -2.472690], [-24.881770, 10.654750, -1.021140], [-25.022960, 9.926830, -3.028750], [-24.426020, 11.131710, -0.256350], [-25.721360, 10.125870, -0.832810], [-25.837220, 9.467670, -2.646300], [-24.536420, 9.558380, -3.833500], [-21.107180, 9.978560, -0.027720], [-20.031140, 9.615240, 0.374570], [-22.013240, 9.198050, -0.411810], [-21.420650, 11.196090, -0.173960], [-22.806230, 9.525480, -0.944780], [-21.811600, 8.208790, -0.440300], [-20.577920, 11.701980, 0.058380], [-22.126280, 11.599680, -0.773370], [-15.827600, 10.825460, -1.625660], [-15.065450, 11.221980, -2.455500], [-15.447360, 10.250040, -0.543580], [-17.082410, 11.016280, -1.498330], [-16.123700, 9.936950, 0.138060], [-14.478730, 9.965330, -0.515150], [-17.638400, 11.640570, -2.065110], [-17.632000, 10.653770, -0.732400], [-19.769050, 17.606050, 0.140470], [-21.307690, 17.633020, 0.144920], [-21.830910, 16.180440, -0.103950], [-21.763430, 15.261070, 1.146660], [-22.534720, 16.004610, 2.318040], [-21.977590, 17.400620, 2.589930], [-21.906640, 18.195230, 1.347850], [-21.599410, 19.582480, 1.456590], [-22.988030, 18.117650, 3.526290], [-20.633740, 17.261220, 3.257650], [-21.882660, 18.389910, -1.075900], [-19.301790, 17.076870, 0.970960], [-19.424090, 18.633250, 0.258680], [-19.420860, 17.224110, -0.819210], [-22.891430, 16.353380, -0.286910], [-21.285770, 15.681180, -0.904990], [-20.723410, 15.015310, 1.361310], [-22.218240, 14.286530, 0.969140], [-22.401930, 15.281270, 3.122550], [-23.612580, 15.985080, 2.156940], [-23.942940, 18.359710, 3.059750], [-23.093390, 17.490610, 4.411620], [-22.765070, 19.138240, 3.837390], [-19.991330, 18.063070, 2.893710], [-20.610580, 17.641730, 4.278820], [-20.174710, 16.275600, 3.334730], [-21.635510, 19.449860, -1.016580], [-22.958330, 18.218630, -1.117120], [-21.413360, 17.975080, -1.967960], [-20.696040, 19.556650, 1.780390], [-15.405370, 16.556860, -6.071950], [-16.358600, 15.642000, -5.296230], [-16.079180, 15.867150, -3.761140], [-16.752390, 17.068290, -3.088150], [-18.212200, 17.009820, -3.405490], [-18.530590, 17.020730, -4.915980], [-17.732920, 15.922050, -5.539350], [-18.218090, 15.667040, -6.847050], [-20.060500, 16.750970, -5.067380], [-18.272040, 18.413000, -5.477970], [-16.088100, 14.160850, -5.592740], [-14.382410, 16.291640, -5.804900], [-15.644240, 17.584250, -5.797200], [-15.410300, 16.406810, -7.151570], [-16.217420, 14.957210, -3.177180], [-15.080800, 16.273780, -3.599900], [-16.225310, 17.962880, -3.419800], [-16.563440, 16.998580, -2.016920], [-18.790310, 17.820460, -2.961930], [-18.611930, 16.087580, -2.983850], [-20.366930, 15.712860, -4.938840], [-20.630670, 17.285550, -4.307620], [-20.367970, 17.139130, -6.038400], [-18.198950, 18.429890, -6.565390], [-19.054370, 19.052250, -5.068800], [-17.339290, 18.837800, -5.106980], [-16.983330, 13.539080, -5.601290], [-15.337420, 13.736720, -4.925900], [-15.742080, 14.085010, -6.623570], [-17.550690, 16.075530, -7.403210], [-21.792710, 11.205440, -6.144640], [-21.288160, 10.513250, -5.717400], [-21.132070, 11.780850, -6.530250], [-18.947180, 8.963860, -2.188230], [-19.041110, 9.817980, -2.610000], [-19.492100, 9.022510, -1.403460], [-23.403230, 13.415790, -5.148480], [-24.097730, 13.055800, -5.700130], [-22.663570, 12.821670, -5.275570], [-18.979240, 10.172920, -4.901020], [-18.893870, 9.219540, -4.896070], [-18.087660, 10.494400, -4.766990], [-23.490020, 14.555570, -2.884540], [-23.984630, 13.965850, -3.453590], [-22.582870, 14.260520, -2.963590], [-16.552520, 11.087730, -4.670570], [-16.012100, 11.190940, -5.453850], [-15.949140, 11.233050, -3.941840], [-20.064730, 13.556770, -6.830870], [-19.504340, 14.293090, -6.585850], [-20.730530, 13.941260, -7.401050]], "atomic_forces_ev_per_a": [[-1.0, -1.2, -1.9], [2.0, 3.1, -2.0], [2.0, -0.2, 3.4], [-2.7, -1.2, 0.1], [0.1, -0.7, 0.5], [1.0, 0.1, 0.7], [-0.7, 0.1, -0.6], [-0.6, 0.2, -0.2], [-3.2, 0.7, 1.5], [0.6, 0.6, 1.0], [-3.3, -3.8, -1.7], [5.0, 2.3, -1.2], [-0.1, 0.3, 0.4], [0.2, 0.0, 0.2], [0.3, -0.2, -0.4], [-0.1, 0.0, 0.3], [-2.3, -2.0, -0.1], [5.3, 2.9, -1.0], [-0.8, 1.1, 4.2], [-1.3, -1.3, -2.8], [-0.3, 0.1, -0.1], [-0.1, -0.1, 0.2], [-0.2, -0.5, -0.5], [-0.3, 0.0, 0.0], [0.7, -0.7, -0.1], [3.6, -1.1, 1.6], [-4.3, -5.6, -1.9], [0.9, 6.5, 0.7], [0.1, -0.2, 0.2], [-0.2, 0.2, 0.0], [-0.6, 1.1, -0.4], [0.0, -0.2, -0.2], [-0.2, 0.8, 0.9], [2.0, 1.1, -3.4], [3.7, -3.2, 4.2], [-6.4, 2.1, -1.2], [0.7, -0.2, -0.1], [-0.3, -0.2, 0.4], [0.6, 0.0, -0.4], [0.2, -0.2, -0.2], [-0.2, 0.8, 0.1], [0.0, -1.3, -0.8], [-0.3, -0.2, 1.8], [-0.7, 1.6, -0.2], [0.9, -1.7, -1.4], [-0.9, 0.9, 0.5], [-1.5, -0.8, -1.1], [0.0, -1.2, 0.8], [0.0, 0.4, 0.0], [1.0, 1.4, 1.5], [0.9, 0.1, 0.5], [-0.3, -0.4, -0.2], [0.3, 0.3, -0.3], [0.1, -0.1, 0.2], [0.0, -0.6, -0.6], [-0.3, 0.4, -0.3], [0.1, 0.3, 0.4], [-0.3, 0.1, -0.2], [0.1, 0.7, 0.9], [0.0, 0.4, -0.5], [-0.2, -1.0, -0.3], [-0.3, 0.1, 0.1], [1.1, -0.1, 0.2], [0.7, -0.6, -0.7], [-0.8, -0.4, 0.6], [0.1, 0.1, -0.7], [-0.2, 0.1, -0.1], [0.1, 0.2, 0.0], [-0.1, 0.0, -0.2], [0.6, 0.6, 0.1], [0.3, -0.3, 0.1], [0.7, -0.1, 1.2], [0.4, 1.1, 0.1], [-0.3, -0.6, -0.3], [-0.7, 0.4, -0.3], [0.1, -0.6, 0.5], [-2.8, 0.3, 1.2], [1.0, 0.1, 0.2], [0.6, 0.0, -0.2], [0.6, 0.2, 0.4], [0.1, 0.0, -1.0], [0.1, 0.3, 0.2], [0.3, 0.1, -0.2], [-0.4, 0.2, -0.2], [0.0, 0.0, -0.1], [0.8, -1.3, -0.6], [-0.4, 0.3, -0.1], [-0.1, -0.1, 0.1], [0.0, 0.1, 0.1], [-0.2, -0.1, 0.1], [0.3, -0.1, -0.2], [0.2, 0.3, 0.1], [-0.3, -0.3, -0.1], [-0.5, 0.1, 0.0], [-0.1, 0.2, -0.5], [0.2, -0.1, 0.0], [0.0, 0.3, 0.4], [0.0, 0.0, 0.0], [0.3, -0.2, -0.1], [0.0, 0.2, -0.7], [-0.5, 0.0, 0.0], [0.2, -0.3, 0.2], [0.5, 0.3, -0.2], [0.2, -0.5, -0.5], [-0.2, 0.2, -0.3], [-0.1, 0.0, 0.7], [-0.3, 0.4, -0.6], [-0.1, -0.3, -0.2], [0.3, -0.7, 0.0], [-1.1, -0.2, -0.4], [-0.1, -0.3, 0.1], [1.0, 0.2, 0.0], [-0.2, 0.8, 1.2], [0.2, -0.2, -0.3], [0.1, -0.2, 0.0], [-0.4, 0.1, -1.1], [0.0, 0.0, -0.3], [0.8, 0.1, 1.3], [-0.3, -0.7, 0.0], [0.4, 0.4, 0.0], [-0.2, 0.2, -0.1]], "gap_ev": [1.604, 8.130], "total_charge": -1, "multiplicity": 2}